DFT (ωB97M-V with the def2-TZVPD basis set) results for an isolated molecule of C6H10O.

The calculation puts the maximum force at 0.29 eV/A. The total energy is -309.8301 Ha. The HOMO-LUMO gap comes out at 0.3653 Ha. As for the SMILES: CC1=CCO[C@@H]1C. As for the HOMO energy: -8.91 eV. The energy above the lowest of the compared OMol25 structures with the same formula, charge and spin comes out at 0.3340 eV.

Structure (ORCA input):
```
! RIJCOSX wB97M-V def2-TZVPD def2/J DEFGRID3
* xyz 0 1
C 0.860 1.874 -0.391
C 0.574 0.425 -0.153
C 1.231 -0.610 -0.665
C 0.693 -1.888 -0.100
O -0.166 -1.482 0.955
C -0.478 -0.098 0.810
C -1.928 0.036 0.345
H 0.046 2.395 -0.909
H 1.027 2.391 0.562
H 1.769 1.979 -0.993
H 2.031 -0.568 -1.397
H 1.467 -2.551 0.306
H 0.139 -2.449 -0.870
H -0.377 0.385 1.794
H -2.257 1.080 0.299
H -2.058 -0.421 -0.643
H -2.574 -0.497 1.051
*
```

In elementary charge units, the Löwdin charges are: number 1, C, carries -0.044; number 2, C, carries -0.252; number 3, C, carries -0.021; number 4, C, carries -0.194; number 5, O, carries -0.102; number 6, C, carries -0.347; number 7, C, carries -0.031; number 8, H, carries 0.080; number 9, H, carries 0.083; number 10, H, carries 0.079; number 11, H, carries 0.115; number 12, H, carries 0.120; number 13, H, carries 0.120; number 14, H, carries 0.149; number 15, H, carries 0.079; number 16, H, carries 0.087; number 17, H, carries 0.081

---

DFT (ωB97M-V with the def2-TZVPD basis set) results for a cluster of 2 separate species, BrH2O2PS in total at a distorted geometry.

The calculation puts the maximum force at 2.92 eV/A. The total energy is -3465.2775 Ha. The HOMO-LUMO gap comes out at 0.3532 Ha. As for the SMILES: O=P(O)=S.Br. As for the HOMO energy: -10.04 eV. The energy above the lowest of the compared OMol25 structures with the same formula, charge and spin comes out at 1.3302 eV.

Structure (ORCA input):
```
! RIJCOSX wB97M-V def2-TZVPD def2/J DEFGRID3
* xyz 0 1
O 3.133 -0.760 -0.926
P 2.171 -0.020 -0.126
O 0.608 -0.015 -0.558
S 2.374 1.225 1.317
H -0.141 0.322 0.002
Br -3.646 0.116 0.490
H -4.498 -0.869 -0.198
*
```

In elementary charge units, the Löwdin charges are: number 1, O, carries -0.321; number 2, P, carries 0.202; number 3, O, carries -0.270; number 4, S, carries 0.284; number 5, H, carries 0.082; number 6, Br, carries 0.260; number 7, H, carries -0.238

---

DFT (ωB97M-V with the def2-TZVPD basis set) results for a structure of composition C35H37AsBIrN13O2S4.

The calculation puts the maximum force at 0.21 eV/A. The total energy is -6175.7832 Ha. The HOMO-LUMO gap (spin up / spin down) comes out at 0.2537 / 0.1870 Ha. As for the HOMO energy (spin up / spin down): -9.81 / -10.77 eV. The energy above the lowest of the compared OMol25 structures with the same formula, charge and spin comes out at 0.0000 eV.

Structure (ORCA input):
```
! RIJCOSX wB97M-V def2-TZVPD def2/J DEFGRID3
* xyz 1 5
Ir 0.016 0.043 0.698
C -2.434 0.798 -2.714
C -2.267 0.285 -1.431
N -1.016 0.480 -1.021
N -0.361 1.118 -2.013
C -1.196 1.313 -3.046
B 1.160 1.488 -1.926
N 1.386 2.453 -0.746
C 2.239 3.489 -0.609
C 2.141 3.966 0.677
C 1.213 3.124 1.288
N 0.763 2.218 0.428
N 1.935 0.171 -1.644
C 2.990 -0.402 -2.246
C 3.348 -1.524 -1.524
C 2.445 -1.566 -0.465
N 1.600 -0.544 -0.549
N 1.549 2.131 -3.234
C 1.306 3.413 -3.626
C 1.465 3.475 -4.984
C 1.794 2.156 -5.356
N 1.827 1.351 -4.311
H -3.328 0.802 -3.314
H -2.977 -0.201 -0.781
H -0.856 1.799 -3.946
H 2.857 3.815 -1.429
H 2.688 4.782 1.114
H 0.866 3.123 2.310
H 3.383 0.013 -3.156
H 4.145 -2.213 -1.737
H 2.353 -2.283 0.336
H 1.029 4.176 -2.919
H 1.368 4.341 -5.615
H 2.009 1.766 -6.338
S 0.037 -2.699 -2.411
C -1.638 -2.821 -2.288
C -2.557 -2.746 -3.350
C -3.903 -2.810 -3.074
C -4.862 -2.681 -4.134
N -5.631 -2.575 -4.980
C -4.341 -2.985 -1.733
C -3.443 -3.086 -0.683
C -2.081 -2.970 -0.948
S -0.795 -2.935 0.193
C -5.745 -3.033 -1.438
N -6.862 -3.036 -1.172
H -2.206 -2.620 -4.365
H -3.809 -3.243 0.322
C -4.742 0.409 1.579
C -3.455 -0.291 2.003
As -1.827 0.804 2.054
C -2.382 2.651 1.748
C -2.573 3.097 0.303
C -1.459 0.872 3.971
C -2.537 1.577 4.787
H -5.578 -0.291 1.596
H -4.673 0.814 0.569
H -4.994 1.233 2.247
H -3.217 -1.115 1.329
H -3.564 -0.723 3.001
H -1.598 3.248 2.220
H -3.290 2.808 2.329
H -1.656 2.976 -0.272
H -2.846 4.152 0.284
H -3.368 2.545 -0.197
H -0.484 1.348 4.096
H -1.351 -0.163 4.301
H -2.585 2.641 4.561
H -2.333 1.477 5.853
H -3.524 1.148 4.602
N 8.010 -2.893 -0.084
C 7.227 -1.919 0.472
C 6.923 -1.944 1.842
C 6.108 -0.981 2.394
C 5.580 0.024 1.588
C 5.875 0.065 0.225
C 6.690 -0.896 -0.326
S 4.571 1.264 2.263
O 4.674 1.236 3.700
O 4.752 2.474 1.532
N 3.016 0.738 1.855
C 2.377 -0.035 2.652
S 2.929 -0.679 4.212
C 1.556 -1.673 4.274
C 0.709 -1.448 3.216
N 1.115 -0.527 2.329
H 8.567 -3.465 0.528
H 8.409 -2.725 -0.991
H 7.349 -2.716 2.469
H 5.906 -0.979 3.456
H 5.477 0.865 -0.384
H 6.934 -0.860 -1.380
H 1.389 -2.364 5.085
H -0.235 -1.949 3.061
*
```

In elementary charge units, the Löwdin charges are: number 1, Ir, carries 0.951; number 2, C, carries -0.021; number 3, C, carries -0.164; number 4, N, carries -0.146; number 5, N, carries 0.045; number 6, C, carries -0.023; number 7, B, carries -0.662; number 8, N, carries 0.022; number 9, C, carries -0.054; number 10, C, carries -0.042; number 11, C, carries -0.154; number 12, N, carries -0.054; number 13, N, carries 0.039; number 14, C, carries -0.053; number 15, C, carries -0.054; number 16, C, carries -0.192; number 17, N, carries -0.136; number 18, N, carries -0.025; number 19, C, carries -0.093; number 20, C, carries -0.052; number 21, C, carries -0.142; number 22, N, carries 0.070; number 23, H, carries 0.111; number 24, H, carries 0.097; number 25, H, carries 0.128; number 26, H, carries 0.129; number 27, H, carries 0.110; number 28, H, carries 0.109; number 29, H, carries 0.115; number 30, H, carries 0.105; number 31, H, carries 0.111; number 32, H, carries 0.122; number 33, H, carries 0.098; number 34, H, carries 0.107; number 35, S, carries 0.914; number 36, C, carries -0.708; number 37, C, carries -0.014; number 38, C, carries -0.169; number 39, C, carries -0.165; number 40, N, carries 0.201; number 41, C, carries -0.150; number 42, C, carries -0.046; number 43, C, carries -0.714; number 44, S, carries 0.714; number 45, C, carries -0.154; number 46, N, carries 0.210; number 47, H, carries 0.137; number 48, H, carries 0.128; number 49, C, carries -0.142; number 50, C, carries -0.391; number 51, As, carries 1.122; number 52, C, carries -0.388; number 53, C, carries -0.143; number 54, C, carries -0.411; number 55, C, carries -0.146; number 56, H, carries 0.080; number 57, H, carries 0.056; number 58, H, carries 0.069; number 59, H, carries 0.016; number 60, H, carries 0.072; number 61, H, carries 0.063; number 62, H, carries 0.064; number 63, H, carries 0.047; number 64, H, carries 0.083; number 65, H, carries 0.055; number 66, H, carries 0.067; number 67, H, carries 0.054; number 68, H, carries 0.067; number 69, H, carries 0.079; number 70, H, carries 0.069; number 71, N, carries 0.125; number 72, C, carries -0.305; number 73, C, carries -0.014; number 74, C, carries -0.057; number 75, C, carries -0.308; number 76, C, carries -0.057; number 77, C, carries -0.026; number 78, S, carries 0.625; number 79, O, carries -0.359; number 80, O, carries -0.264; number 81, N, carries 0.010; number 82, C, carries -0.623; number 83, S, carries 1.140; number 84, C, carries -0.332; number 85, C, carries -0.267; number 86, N, carries -0.164; number 87, H, carries 0.103; number 88, H, carries 0.102; number 89, H, carries 0.118; number 90, H, carries 0.104; number 91, H, carries 0.119; number 92, H, carries 0.119; number 93, H, carries 0.087; number 94, H, carries 0.095

---

DFT (ωB97M-V with the def2-TZVPD basis set) results for a structure of composition C5H8N at a distorted geometry.

The calculation puts the maximum force at 3.85 eV/A. The total energy is -249.5990 Ha. The HOMO-LUMO gap comes out at 0.3071 Ha. As for the HOMO energy: -14.08 eV. The energy above the lowest of the compared OMol25 structures with the same formula, charge and spin comes out at 6.1541 eV.

Structure (ORCA input):
```
! RIJCOSX wB97M-V def2-TZVPD def2/J DEFGRID3
* xyz 1 1
C -1.632 -1.486 0.639
C -0.407 -1.753 0.066
C -1.137 0.676 -0.484
C -1.301 0.001 0.847
C -0.178 -0.329 -0.028
N 1.959 0.750 -0.090
H -2.499 -2.130 0.691
H 0.131 -2.444 -0.531
H -1.947 0.479 -1.148
H -1.022 1.643 -0.250
H -1.606 0.463 1.783
H 2.556 0.537 -0.898
H 2.576 0.552 0.715
H 1.508 1.685 -0.143
*
```

In elementary charge units, the Löwdin charges are: number 1, C, carries 0.096; number 2, C, carries 0.046; number 3, C, carries 0.004; number 4, C, carries -0.141; number 5, C, carries -0.031; number 6, N, carries 0.133; number 7, H, carries 0.138; number 8, H, carries 0.112; number 9, H, carries 0.132; number 10, H, carries 0.084; number 11, H, carries 0.171; number 12, H, carries 0.082; number 13, H, carries 0.088; number 14, H, carries 0.085

---

DFT (ωB97M-V with the def2-TZVPD basis set) results for a cluster of 2 separate species, C3H4ClNO2 in total.

The calculation puts the maximum force at 0.84 eV/A. The total energy is -782.0628 Ha. The HOMO-LUMO gap comes out at 0.3290 Ha. As for the SMILES: N=C=CO.O=CCl. As for the HOMO energy: -8.56 eV. The energy above the lowest of the compared OMol25 structures with the same formula, charge and spin comes out at 2.5097 eV.

Structure (ORCA input):
```
! RIJCOSX wB97M-V def2-TZVPD def2/J DEFGRID3
* xyz 0 1
N -0.150 2.234 0.387
C -0.603 1.126 0.201
C -1.168 -0.050 0.170
O -2.031 -0.493 -0.818
H 0.758 2.494 0.020
H -0.970 -0.719 0.997
H -2.618 -1.152 -0.432
O 1.753 -1.336 1.075
C 1.601 -1.001 -0.048
Cl 2.390 0.408 -0.721
H 1.035 -1.511 -0.831
*
```

In elementary charge units, the Löwdin charges are: number 1, N, carries 0.161; number 2, C, carries -0.202; number 3, C, carries -0.229; number 4, O, carries -0.018; number 5, H, carries 0.038; number 6, H, carries 0.121; number 7, H, carries 0.097; number 8, O, carries 0.018; number 9, C, carries -0.723; number 10, Cl, carries 0.649; number 11, H, carries 0.089